Formula: C42H68ClN2O24PS
Source: OMol25
Level of theory: the ωB97M-V functional and the def2-TZVPD basis

CARTESIAN COORDINATES (ANGSTROEM)
C (5.149, 5.034, -1.913)
C (5.073, 3.388, -2.000)
N (5.104, 2.710, -0.613)
C (4.875, 1.200, -0.845)
C (3.363, 0.693, -0.908)
C (2.642, -0.062, 0.400)
C (2.000, 0.929, 1.515)
C (2.171, 2.533, 1.352)
O (1.771, 3.109, 2.683)
C (1.620, -1.235, -0.230)
C (1.022, -1.107, -1.791)
C (0.425, 0.246, -2.333)
C (-0.426, 1.268, -1.417)
C (-2.049, 0.890, -1.266)
O (-2.612, 1.434, 0.011)
C (-4.101, 1.316, -0.002)
C (-5.020, 2.125, 1.105)
O (-4.750, 0.535, -0.876)
C (0.264, -1.754, 0.453)
C (-0.158, -1.783, 1.962)
O (0.075, -1.069, 3.052)
Cl (-1.412, -3.156, 2.398)
N (2.766, -2.243, -0.549)
C (4.167, -1.991, -0.031)
O (5.348, -2.414, -0.446)
C (3.699, -1.034, 1.260)
P (5.036, -0.225, 2.419)
C (6.825, -0.793, 1.892)
O (5.074, 1.513, 2.276)
S (3.233, -2.340, 2.494)
C (2.932, -1.697, 4.269)
O (4.650, -3.040, 2.727)
O (2.390, -3.537, 2.093)
C (6.579, 2.904, -0.202)
C (7.005, 3.979, 1.005)
O (7.606, 2.221, -0.726)
H (5.674, 5.446, -0.954)
H (5.787, 5.420, -2.843)
H (4.082, 5.506, -1.996)
H (4.143, 3.015, -2.634)
H (6.027, 3.053, -2.626)
H (5.636, 0.624, -0.174)
H (5.369, 1.094, -1.935)
H (2.625, 1.579, -1.212)
H (3.386, -0.012, -1.873)
H (0.815, 0.774, 1.466)
H (2.291, 0.662, 2.632)
H (3.234, 2.953, 1.163)
H (1.383, 2.990, 0.594)
H (2.453, 3.843, 2.885)
H (1.895, -1.433, -2.544)
H (0.218, -1.979, -1.943)
H (1.319, 0.889, -2.802)
H (-0.257, 0.002, -3.285)
H (-0.453, 2.294, -2.035)
H (0.076, 1.566, -0.406)
H (-2.633, 1.377, -2.150)
H (-2.200, -0.280, -1.318)
H (-4.440, 3.066, 1.520)
H (-5.251, 1.395, 2.019)
H (-6.063, 2.449, 0.676)
H (0.159, -2.874, 0.034)
H (-0.638, -1.197, -0.110)
H (2.562, -3.004, -1.195)
H (7.527, 0.068, 2.329)
H (6.990, -0.801, 0.737)
H (7.121, -1.815, 2.377)
H (5.863, 1.879, 2.792)
H (2.324, -2.536, 4.817)
H (2.316, -0.710, 4.310)
H (3.945, -1.536, 4.858)
H (7.806, 4.745, 0.566)
H (7.454, 3.414, 1.931)
H (6.054, 4.615, 1.325)
C (-9.722, 6.101, 1.100)
C (-8.969, 4.839, 1.466)
C (-9.865, 3.695, 1.834)
O (-9.061, 2.943, 2.725)
C (-8.193, 3.827, 3.299)
O (-7.494, 3.577, 4.268)
O (-8.212, 5.030, 2.650)
H (-10.521, 5.897, 0.380)
H (-10.153, 6.579, 1.986)
H (-9.038, 6.829, 0.653)
H (-8.279, 4.559, 0.661)
H (-10.144, 3.092, 0.965)
H (-10.775, 4.003, 2.362)
C (-4.638, -5.122, -2.076)
C (-3.493, -4.132, -2.050)
C (-3.751, -2.943, -1.174)
O (-2.972, -1.930, -1.783)
C (-2.875, -2.263, -3.105)
O (-2.457, -1.515, -3.974)
O (-3.312, -3.539, -3.326)
H (-4.980, -5.367, -1.065)
H (-5.484, -4.739, -2.656)
H (-4.321, -6.050, -2.563)
H (-2.559, -4.635, -1.772)
H (-3.426, -3.112, -0.143)
H (-4.799, -2.622, -1.169)
C (9.134, -5.754, 1.161)
C (10.108, -4.662, 1.551)
C (10.879, -4.969, 2.799)
O (11.159, -3.681, 3.317)
C (10.161, -2.862, 2.870)
O (9.958, -1.733, 3.287)
O (9.418, -3.473, 1.899)
H (9.610, -6.740, 1.173)
H (8.264, -5.768, 1.827)
H (8.751, -5.572, 0.151)
H (10.780, -4.435, 0.715)
H (11.806, -5.509, 2.590)
H (10.302, -5.526, 3.545)
C (-13.750, 7.615, -2.921)
C (-12.970, 6.479, -2.293)
C (-13.500, 5.123, -2.652)
O (-13.133, 4.338, -1.531)
C (-13.063, 5.194, -0.469)
O (-12.981, 4.841, 0.696)
O (-13.103, 6.497, -0.881)
H (-13.902, 7.454, -3.992)
H (-14.723, 7.746, -2.437)
H (-13.208, 8.558, -2.791)
H (-11.905, 6.566, -2.537)
H (-13.042, 4.729, -3.564)
H (-14.590, 5.092, -2.757)
C (3.948, -5.552, -1.472)
C (2.872, -6.549, -1.097)
C (2.995, -7.859, -1.815)
O (1.656, -8.317, -1.861)
C (0.867, -7.202, -1.832)
O (-0.330, -7.199, -2.067)
O (1.595, -6.090, -1.509)
H (4.944, -6.002, -1.431)
H (3.780, -5.143, -2.474)
H (3.929, -4.702, -0.782)
H (2.848, -6.693, -0.010)
H (3.627, -8.569, -1.274)
H (3.365, -7.762, -2.842)

Output
**HOMO**: -8.1 eV
**Maximum force**: 8.7 eV/Å
**Orbital gap**: 8.13 eV

These are the Löwdin partial charges, in e, on atoms 1 to 99:
1. C -0.10
2. C -0.23
3. N -0.12
4. C -0.18
5. C -0.08
6. C -0.22
7. C -0.11
8. C -0.22
9. O -0.15
10. C -0.25
11. C -0.16
12. C -0.21
13. C -0.14
14. C -0.15
15. O -0.10
16. C -0.27
17. C -0.02
18. O -0.04
19. C -0.12
20. C -0.54
21. O -0.08
22. Cl 0.52
23. N 0.05
24. C -0.28
25. O -0.01
26. C -0.43
27. P 0.98
28. C -0.25
29. O -0.37
30. S 0.73
31. C -0.19
32. O -0.44
33. O -0.37
34. C -0.30
35. C -0.05
36. O -0.04
37. H 0.06
38. H 0.09
39. H 0.08
40. H 0.13
41. H 0.12
42. H 0.09
43. H 0.14
44. H 0.13
45. H 0.13
46. H 0.12
47. H 0.11
48. H 0.10
49. H 0.12
50. H 0.11
51. H 0.14
52. H 0.13
53. H 0.11
54. H 0.14
55. H 0.13
56. H 0.08
57. H 0.14
58. H 0.10
59. H 0.10
60. H 0.11
61. H 0.09
62. H 0.15
63. H 0.14
64. H 0.11
65. H 0.07
66. H 0.05
67. H 0.06
68. H 0.07
69. H 0.10
70. H 0.06
71. H 0.08
72. H 0.10
73. H 0.08
74. H 0.09
75. C -0.01
76. C -0.35
77. C -0.12
78. O 0.06
79. C -0.51
80. O 0.13
81. O 0.08
82. H 0.07
83. H 0.10
84. H 0.09
85. H 0.16
86. H 0.15
87. H 0.14
88. C -0.02
89. C -0.34
90. C -0.10
91. O -0.01
92. C -0.49
93. O 0.13
94. O 0.10
95. H 0.09
96. H 0.09
97. H 0.09
98. H 0.16
99. H 0.13



Formula: C42H69CrN2P2SSi4Te
Source: OMol25
Level of theory: the ωB97M-V functional and the def2-TZVPD basis

CARTESIAN COORDINATES (ANGSTROEM)
Cr (1.263, -0.727, 1.026)
C (1.954, -3.966, 2.208)
C (1.044, -4.163, 0.994)
C (0.344, -5.513, 1.080)
P (-0.049, -2.626, 0.922)
C (-1.521, -3.158, -0.151)
C (-1.286, -3.500, -1.618)
C (-2.661, -2.141, -0.011)
C (-0.942, -2.671, 2.506)
C (-1.952, -3.563, 2.866)
C (-2.654, -3.402, 4.042)
C (-2.405, -2.293, 4.842)
C (-1.406, -1.408, 4.515)
C (-0.607, -1.605, 3.372)
N (0.417, -0.762, 3.022)
C (1.095, -0.115, 4.030)
C (1.251, -0.619, 5.329)
C (1.905, 0.122, 6.290)
C (2.408, 1.378, 5.989)
C (2.327, 1.864, 4.694)
C (1.727, 1.105, 3.703)
P (1.412, 1.442, 1.944)
C (-0.065, 2.593, 2.396)
C (0.192, 4.090, 2.295)
C (-1.391, 2.237, 1.733)
C (2.871, 2.424, 1.238)
C (2.531, 3.205, -0.032)
C (3.717, 3.281, 2.176)
H (2.719, -4.740, 2.251)
H (1.370, -4.008, 3.129)
H (2.466, -2.996, 2.177)
H (1.664, -4.146, 0.082)
H (-0.255, -5.575, 1.986)
H (1.096, -6.302, 1.123)
H (-0.285, -5.699, 0.212)
H (-1.827, -4.086, 0.347)
H (-1.069, -2.613, -2.213)
H (-2.197, -3.943, -2.020)
H (-0.487, -4.232, -1.734)
H (-2.607, -1.624, 0.949)
H (-3.630, -2.637, -0.069)
H (-2.614, -1.395, -0.805)
H (-2.206, -4.396, 2.231)
H (-3.408, -4.118, 4.326)
H (-3.002, -2.123, 5.725)
H (-1.235, -0.545, 5.143)
H (0.879, -1.608, 5.562)
H (2.018, -0.280, 7.287)
H (2.887, 1.972, 6.753)
H (2.726, 2.843, 4.488)
H (-0.186, 2.344, 3.462)
H (0.173, 4.427, 1.261)
H (1.139, 4.366, 2.751)
H (-0.599, 4.610, 2.834)
H (-1.403, 2.527, 0.681)
H (-2.200, 2.764, 2.240)
H (-1.592, 1.165, 1.822)
H (3.516, 1.582, 0.921)
H (1.966, 4.106, 0.190)
H (1.964, 2.599, -0.743)
H (3.457, 3.507, -0.520)
H (3.156, 4.104, 2.613)
H (4.537, 3.718, 1.605)
H (4.154, 2.679, 2.968)
S (5.851, -0.790, 1.329)
C (5.289, -0.538, 2.933)
C (3.935, -0.565, 3.040)
C (3.230, -0.759, 1.816)
C (4.176, -0.940, 0.809)
C (3.808, -1.480, -0.441)
C (4.697, -1.951, -1.418)
C (4.223, -2.674, -2.483)
C (2.845, -2.915, -2.553)
C (2.025, -2.357, -1.609)
N (2.453, -1.622, -0.567)
H (5.998, -0.388, 3.726)
H (3.478, -0.492, 4.010)
H (5.747, -1.741, -1.284)
H (4.891, -3.053, -3.241)
H (2.417, -3.512, -3.341)
H (0.953, -2.496, -1.671)
C (-2.390, 0.396, -6.029)
Si (-1.868, -0.410, -4.369)
C (-3.288, -1.665, -4.010)
C (-0.255, -1.388, -4.751)
Si (-1.528, 1.176, -2.584)
Te (0.019, 0.239, -0.800)
Si (-0.415, 3.081, -3.529)
C (1.369, 2.617, -4.057)
C (-0.331, 4.492, -2.226)
C (-1.263, 3.877, -5.055)
Si (-3.738, 1.820, -1.881)
C (-3.833, 3.365, -0.738)
C (-4.717, 2.272, -3.466)
C (-4.824, 0.524, -0.955)
H (-2.793, -0.337, -6.720)
H (-1.552, 0.875, -6.520)
H (-3.148, 1.151, -5.869)
H (-3.114, -2.629, -4.479)
H (-4.232, -1.289, -4.384)
H (-3.413, -1.834, -2.949)
H (-0.430, -2.437, -4.965)
H (0.418, -1.324, -3.900)
H (0.266, -0.965, -5.603)
H (1.821, 1.993, -3.291)
H (2.008, 3.480, -4.211)
H (1.362, 2.042, -4.975)
H (-0.096, 4.081, -1.250)
H (-1.287, 4.998, -2.147)
H (0.419, 5.242, -2.461)
H (-1.225, 3.229, -5.921)
H (-0.793, 4.816, -5.330)
H (-2.306, 4.084, -4.854)
H (-3.003, 4.037, -0.910)
H (-3.820, 3.090, 0.310)
H (-4.746, 3.923, -0.913)
H (-4.147, 2.958, -4.080)
H (-5.665, 2.747, -3.236)
H (-4.928, 1.399, -4.070)
H (-4.392, 0.258, 0.003)
H (-4.942, -0.387, -1.530)
H (-5.818, 0.920, -0.765)

Output
**⟨S²⟩**: 3.834
**HOMO (spin up / spin down)**: -6.5 / -6.6 eV
**Multiplicity**: 4
**Maximum force**: 4.0 eV/Å
**Orbital gap (spin up / spin down)**: 6.34 / 6.25 eV

These are the Löwdin partial charges, in e, on atoms 1 to 99:
1. Cr -0.05
2. C -0.10
3. C -0.50
4. C -0.10
5. P 1.02
6. C -0.50
7. C -0.11
8. C -0.14
9. C -0.29
10. C -0.10
11. C -0.10
12. C -0.08
13. C -0.04
14. C -0.30
15. N -0.05
16. C -0.34
17. C -0.04
18. C -0.08
19. C -0.09
20. C -0.09
21. C -0.33
22. P 1.04
23. C -0.46
24. C -0.09
25. C -0.16
26. C -0.48
27. C -0.12
28. C -0.10
29. H 0.08
30. H 0.08
31. H 0.05
32. H 0.09
33. H 0.07
34. H 0.08
35. H 0.06
36. H 0.08
37. H 0.04
38. H 0.09
39. H 0.07
40. H 0.07
41. H 0.09
42. H 0.01
43. H 0.10
44. H 0.10
45. H 0.10
46. H 0.11
47. H 0.12
48. H 0.10
49. H 0.10
50. H 0.09
51. H 0.10
52. H 0.06
53. H 0.06
54. H 0.08
55. H 0.02
56. H 0.08
57. H 0.05
58. H 0.09
59. H 0.06
60. H 0.01
61. H 0.08
62. H 0.06
63. H 0.08
64. H 0.06
65. S 1.03
66. C -0.39
67. C -0.20
68. C -0.24
69. C -0.52
70. C -0.27
71. C -0.02
72. C -0.04
73. C -0.05
74. C -0.21
75. N -0.04
76. H 0.06
77. H 0.09
78. H 0.10
79. H 0.11
80. H 0.11
81. H 0.04
82. C -0.21
83. Si 0.42
84. C -0.21
85. C -0.21
86. Si 0.13
87. Te 0.76
88. Si 0.40
89. C -0.21
90. C -0.21
91. C -0.21
92. Si 0.42
93. C -0.21
94. C -0.21
95. C -0.21
96. H 0.03
97. H 0.01
98. H 0.01
99. H 0.03



Formula: C42H69F3N5O5P
Source: OMol25
Level of theory: the ωB97M-V functional and the def2-TZVPD basis

CARTESIAN COORDINATES (ANGSTROEM)
C (-3.939, 9.006, 1.623)
C (-2.315, 8.960, 1.287)
O (-1.472, 8.617, 2.275)
O (-1.909, 9.317, -0.082)
C (-1.074, 8.274, -0.706)
C (-1.894, 7.229, -1.675)
C (-2.978, 6.270, -0.842)
C (-2.257, 5.512, 0.426)
C (-2.791, 3.944, 0.645)
C (-1.675, 2.987, -0.079)
C (-1.757, 1.388, 0.404)
C (-2.548, 0.362, -0.388)
C (-3.354, 0.805, -1.746)
F (-4.190, -0.282, -2.346)
F (-2.292, 1.095, -2.780)
F (-4.288, 1.964, -1.551)
C (-2.500, -1.210, 0.178)
O (-2.742, -2.250, -0.624)
C (-2.095, -1.547, 1.765)
C (-2.525, -2.994, 2.427)
O (-3.267, -4.071, 1.752)
C (-2.045, -3.269, 3.977)
C (-1.165, -2.137, 4.830)
C (-0.731, -2.630, 6.369)
C (0.750, -3.272, 6.565)
C (1.383, -3.871, 7.978)
C (0.282, -3.721, 9.230)
C (-1.137, -3.027, 8.831)
N (-1.661, -2.528, 7.529)
C (-0.741, -0.654, 4.205)
P (0.232, 0.658, 5.190)
N (0.984, 0.119, 6.515)
C (-1.239, -0.399, 2.629)
C (-0.893, 0.986, 1.779)
O (0.099, 1.841, 2.092)
H (-4.350, 7.924, 1.797)
H (-4.474, 9.458, 0.679)
H (-4.079, 9.728, 2.545)
H (-0.402, 7.672, 0.073)
H (-0.288, 8.853, -1.391)
H (-1.071, 6.584, -2.242)
H (-2.434, 7.874, -2.521)
H (-3.786, 7.038, -0.418)
H (-3.498, 5.552, -1.611)
H (-1.088, 5.519, 0.188)
H (-2.438, 6.166, 1.380)
H (-3.842, 3.863, 0.106)
H (-2.950, 3.723, 1.789)
H (-0.573, 3.401, 0.106)
H (-1.846, 3.103, -1.252)
H (-2.594, -4.708, 1.326)
H (-2.329, -4.287, 4.479)
H (1.439, -3.338, 5.598)
H (2.442, -4.354, 8.091)
H (0.559, -4.089, 10.327)
H (-1.889, -2.898, 9.752)
H (-0.670, 1.729, 5.631)
H (1.283, 1.228, 4.335)
H (2.023, 0.266, 6.455)
C (6.548, -1.164, 0.543)
C (5.438, -1.232, 1.589)
N (4.387, -0.224, 1.419)
C (3.468, -0.154, 2.561)
C (2.601, -1.378, 2.846)
C (3.741, -0.178, 0.106)
C (3.044, -1.444, -0.381)
H (7.030, -0.182, 0.536)
H (7.315, -1.913, 0.769)
H (6.178, -1.380, -0.463)
H (5.916, -1.080, 2.565)
H (5.027, -2.246, 1.596)
H (2.816, 0.722, 2.449)
H (4.061, 0.056, 3.460)
H (1.765, -1.451, 2.148)
H (2.166, -1.296, 3.849)
H (3.167, -2.312, 2.816)
H (4.495, 0.106, -0.642)
H (3.023, 0.652, 0.079)
H (3.620, -2.349, -0.176)
H (2.896, -1.390, -1.465)
H (2.054, -1.550, 0.064)
C (-3.675, -8.242, -4.270)
C (-4.652, -7.362, -3.495)
N (-4.302, -7.171, -2.084)
C (-5.370, -6.527, -1.309)
C (-5.741, -5.092, -1.674)
C (-2.955, -6.664, -1.813)
C (-2.576, -5.316, -2.416)
H (-3.584, -9.233, -3.816)
H (-4.033, -8.375, -5.297)
H (-2.680, -7.794, -4.335)
H (-5.631, -7.854, -3.551)
H (-4.751, -6.406, -4.019)
H (-5.117, -6.566, -0.242)
H (-6.273, -7.143, -1.403)
H (-5.005, -4.378, -1.298)
H (-6.699, -4.830, -1.210)
H (-5.853, -4.947, -2.752)
H (-2.227, -7.411, -2.163)
H (-2.789, -6.625, -0.730)
H (-2.919, -5.202, -3.447)
H (-1.486, -5.208, -2.422)
H (-2.969, -4.489, -1.823)
C (5.247, 2.509, -7.052)
C (4.122, 2.500, -6.021)
N (4.203, 1.405, -5.049)
C (2.995, 1.277, -4.226)
C (2.658, 2.428, -3.282)
C (5.464, 1.283, -4.314)
C (5.909, 2.479, -3.479)
H (5.281, 1.571, -7.614)
H (5.087, 3.323, -7.768)
H (6.225, 2.677, -6.592)
H (3.183, 2.404, -6.581)
H (4.094, 3.476, -5.527)
H (3.049, 0.348, -3.645)
H (2.141, 1.132, -4.900)
H (3.292, 2.419, -2.393)
H (1.624, 2.326, -2.931)
H (2.739, 3.406, -3.764)
H (6.263, 1.053, -5.033)
H (5.428, 0.397, -3.670)
H (5.757, 3.432, -3.990)
H (6.979, 2.395, -3.257)
H (5.392, 2.509, -2.519)

Output
**HOMO**: -8.0 eV
**Maximum force**: 8.6 eV/Å
**Orbital gap**: 5.48 eV
**Structure (SMILES)**: CC(=O)OCCCCCCC1=C(C(F)(F)F)C(=O)c2c(O)cc(-c3ccccn3)c([PH2]=N)c2C1=O.CCN(CC)CC.CCN(CC)CC.CCN(CC)CC

These are the Löwdin partial charges, in e, on atoms 1 to 99:
1. C -0.03
2. C -0.30
3. O -0.03
4. O -0.10
5. C -0.20
6. C -0.17
7. C -0.19
8. C -0.19
9. C -0.17
10. C -0.15
11. C 0.01
12. C 0.06
13. C -0.17
14. F 0.02
15. F -0.01
16. F 0.01
17. C -0.14
18. O -0.02
19. C 0.05
20. C -0.11
21. O -0.07
22. C 0.09
23. C -0.05
24. C -0.22
25. C -0.02
26. C -0.02
27. C -0.05
28. C -0.12
29. N 0.02
30. C -0.19
31. P 0.71
32. N -0.34
33. C -0.01
34. C -0.15
35. O -0.06
36. H 0.09
37. H 0.09
38. H 0.10
39. H 0.13
40. H 0.14
41. H 0.12
42. H 0.12
43. H 0.10
44. H 0.11
45. H 0.11
46. H 0.10
47. H 0.11
48. H 0.12
49. H 0.12
50. H 0.13
51. H 0.14
52. H 0.12
53. H 0.09
54. H 0.09
55. H 0.09
56. H 0.10
57. H 0.02
58. H 0.01
59. H -0.03
60. C -0.09
61. C -0.27
62. N -0.18
63. C -0.25
64. C -0.09
65. C -0.25
66. C -0.08
67. H 0.08
68. H 0.07
69. H 0.06
70. H 0.12
71. H 0.09
72. H 0.09
73. H 0.11
74. H 0.05
75. H 0.04
76. H 0.07
77. H 0.09
78. H 0.11
79. H 0.07
80. H 0.06
81. H 0.05
82. C -0.09
83. C -0.27
84. N -0.19
85. C -0.25
86. C -0.09
87. C -0.25
88. C -0.09
89. H 0.08
90. H 0.07
91. H 0.06
92. H 0.12
93. H 0.09
94. H 0.11
95. H 0.11
96. H 0.05
97. H 0.07
98. H 0.07
99. H 0.10



Let's list M in order: 1083.49, 987.98, 812.01 g/mol.
Let's list electronic energy in order: -4755.6991, -5302.7445, -2931.6877 hartree.